ORCA calculation (ωB97M-V with the def2-TZVPD basis set) on a cluster of 7 separate species, C63H133N7O7 in total at a distorted geometry.

Bonds (Å) are listed after each position.
Cartesian coordinates (Å):
1 C -3.90 -10.16 4.42  C2 1.502, H12 1.090, H13 1.090, H14 1.090
2 C -3.38 -8.75 4.33  C1 1.502, C3 1.545, C4 1.577, N10 1.507
3 C -2.29 -8.75 3.24  C2 1.545, H15 1.090, H16 1.090, H17 1.090
4 C -4.54 -7.82 3.82  C2 1.577, C5 1.538, H18 1.090, H19 1.090
5 C -5.69 -7.65 4.83  C4 1.538, C6 1.469, H20 1.090, H21 1.090
6 C -5.07 -7.01 6.01  C5 1.469, C7 1.576, H22 1.090, H23 1.090
7 C -3.89 -7.77 6.72  C6 1.576, C8 1.500, C9 1.529, N10 1.557
8 C -3.12 -6.78 7.54  C7 1.500, H24 1.090, H25 1.090, H26 1.090
9 C -4.38 -8.87 7.67  C7 1.529, H27 1.090, H28 1.090, H29 1.090
10 N -2.86 -8.20 5.64  C2 1.507, C7 1.557, O11 1.373
11 O -1.85 -9.03 6.03  N10 1.373, H30 0.960
12 H -3.23 -10.85 4.91  C1 1.090
13 H -4.78 -10.27 5.05  C1 1.090
14 H -4.20 -10.57 3.45  C1 1.090
15 H -1.74 -7.84 3.47  C3 1.090
16 H -1.48 -9.49 3.20  C3 1.090
17 H -2.79 -8.79 2.27  C3 1.090
18 H -4.36 -6.85 3.37  C4 1.090
19 H -5.16 -8.27 3.04  C4 1.090
20 H -6.41 -7.07 4.26  C5 1.090
21 H -6.19 -8.53 5.23  C5 1.090
22 H -5.84 -6.94 6.78  C6 1.090
23 H -4.80 -5.96 5.96  C6 1.090
24 H -2.38 -7.17 8.23  C8 1.090
25 H -3.85 -6.29 8.19  C8 1.090
26 H -2.52 -6.14 6.90  C8 1.090
27 H -3.62 -9.32 8.31  C9 1.090
28 H -4.92 -9.64 7.12  C9 1.090
29 H -5.04 -8.40 8.39  C9 1.090
30 H -1.03 -8.68 5.67  O11 0.960
31 C 0.77 -0.75 3.28  C32 1.532, H42 1.090, H43 1.090, H44 1.090
32 C -0.08 -1.67 2.40  C31 1.532, C33 1.511, C34 1.540, N40 1.446
33 C 0.21 -3.10 2.79  C32 1.511, H45 1.090, H46 1.090, H47 1.090
34 C -1.52 -1.35 2.81  C32 1.540, C35 1.634, H48 1.090, H49 1.090
35 C -2.59 -2.02 1.77  C34 1.634, C36 1.551, H50 1.090, H51 1.090
36 C -2.31 -1.66 0.29  C35 1.551, C37 1.579, H52 1.090, H53 1.090
37 C -0.80 -1.94 -0.07  C36 1.579, C38 1.528, C39 1.571, N40 1.488
38 C -0.56 -3.42 -0.36  C37 1.528, H54 1.090, H55 1.090, H56 1.090
39 C -0.64 -0.98 -1.30  C37 1.571, H57 1.090, H58 1.090, H59 1.090
40 N 0.07 -1.37 0.99  C32 1.446, C37 1.488, O41 1.433
41 O 1.45 -1.48 0.63  N40 1.433, H60 0.960
42 H 0.62 -1.11 4.29  C31 1.090
43 H 1.84 -0.92 3.16  C31 1.090
44 H 0.70 0.33 3.15  C31 1.090
45 H 1.22 -3.29 2.42  C33 1.090
46 H 0.05 -3.18 3.87  C33 1.090
47 H -0.56 -3.73 2.35  C33 1.090
48 H -1.83 -1.77 3.77  C34 1.090
49 H -1.68 -0.27 2.88  C34 1.090
50 H -2.57 -3.09 1.96  C35 1.090
51 H -3.59 -1.63 1.99  C35 1.090
52 H -2.63 -0.64 0.11  C36 1.090
53 H -2.97 -2.25 -0.35  C36 1.090
54 H -0.87 -3.75 -1.36  C38 1.090
55 H -1.05 -4.05 0.38  C38 1.090
56 H 0.47 -3.74 -0.22  C38 1.090
57 H -0.98 0.06 -1.29  C39 1.090
58 H -1.24 -1.53 -2.03  C39 1.090
59 H 0.39 -0.97 -1.65  C39 1.090
60 H 1.85 -0.69 0.99  O41 0.960
61 C 3.15 3.06 -9.36  C62 1.515, H72 1.090, H73 1.090, H74 1.090
62 C 4.38 2.24 -9.03  C61 1.515, C63 1.488, C64 1.603, N70 1.516
63 C 5.47 3.07 -8.47  C62 1.488, H75 1.090, H76 1.090, H77 1.090
64 C 3.97 1.35 -7.76  C62 1.603, C65 1.575, H78 1.090, H79 1.090
65 C 3.15 0.10 -8.24  C64 1.575, C66 1.484, H80 1.090, H81 1.090
66 C 3.94 -0.71 -9.21  C65 1.484, C67 1.619, H82 1.090, H83 1.090
67 C 4.27 0.08 -10.58  C66 1.619, C68 1.595, C69 1.512, N70 1.529
68 C 5.23 -0.84 -11.45  C67 1.595, H84 1.090, H85 1.090, H86 1.090
69 C 2.98 0.11 -11.36  C67 1.512, H87 1.090, H88 1.090, H89 1.090
70 N 4.90 1.43 -10.20  C62 1.516, C67 1.529, O71 1.363
71 O 5.42 2.04 -11.31  N70 1.363, H90 0.960
72 H 3.33 3.75 -10.19  C61 1.090
73 H 2.31 2.52 -9.81  C61 1.090
74 H 2.83 3.68 -8.52  C61 1.090
75 H 5.97 3.77 -9.14  C63 1.090
76 H 5.02 3.65 -7.66  C63 1.090
77 H 6.25 2.40 -8.10  C63 1.090
78 H 4.76 1.00 -7.10  C64 1.090
79 H 3.41 1.87 -6.99  C64 1.090
80 H 2.97 -0.49 -7.35  C65 1.090
81 H 2.27 0.49 -8.75  C65 1.090
82 H 3.27 -1.54 -9.43  C66 1.090
83 H 4.78 -1.27 -8.81  C66 1.090
84 H 6.17 -0.93 -10.90  C68 1.090
85 H 5.29 -0.38 -12.44  C68 1.090
86 H 4.92 -1.88 -11.54  C68 1.090
87 H 2.23 0.61 -10.74  C69 1.090
88 H 2.48 -0.77 -11.77  C69 1.090
89 H 3.27 0.76 -12.18  C69 1.090
90 H 4.66 2.29 -11.84  O71 0.960
91 C 11.44 -1.77 8.41  C92 1.587, H102 1.090, H103 1.090, H104 1.090
92 C 10.48 -1.27 7.24  C91 1.587, C93 1.580, C94 1.494, N100 1.474
93 C 9.73 0.01 7.77  C92 1.580, H105 1.090, H106 1.090, H107 1.090
94 C 11.42 -1.12 6.08  C92 1.494, C95 1.512, H108 1.090, H109 1.090
95 C 10.72 -0.78 4.79  C94 1.512, C96 1.599, H110 1.090, H111 1.090
96 C 9.72 -1.98 4.45  C95 1.599, C97 1.561, H112 1.090, H113 1.090
97 C 8.82 -2.47 5.63  C96 1.561, C98 1.555, C99 1.545, N100 1.500
98 C 7.57 -1.56 5.60  C97 1.555, H114 1.090, H115 1.090, H116 1.090
99 C 8.37 -3.86 5.13  C97 1.545, H117 1.090, H118 1.090, H119 1.090
100 N 9.67 -2.44 6.86  C92 1.474, C97 1.500, O101 1.369
101 O 8.99 -2.89 7.96  N100 1.369, H120 0.960
102 H 10.85 -1.91 9.32  C91 1.090
103 H 12.02 -2.65 8.14  C91 1.090
104 H 12.29 -1.14 8.67  C91 1.090
105 H 9.00 -0.22 8.55  C93 1.090
106 H 10.44 0.75 8.15  C93 1.090
107 H 9.15 0.47 6.97  C93 1.090
108 H 12.20 -0.39 6.27  C94 1.090
109 H 12.00 -2.04 5.98  C94 1.090
110 H 10.19 0.17 4.80  C95 1.090
111 H 11.24 -0.82 3.83  C95 1.090
112 H 10.20 -2.86 4.02  C96 1.090
113 H 8.99 -1.59 3.73  C96 1.090
114 H 7.78 -0.50 5.45  C98 1.090
115 H 7.06 -1.71 6.55  C98 1.090
116 H 6.87 -1.84 4.80  C98 1.090
117 H 7.77 -4.47 5.82  C99 1.090
118 H 9.08 -4.60 4.76  C99 1.090
119 H 7.72 -3.80 4.26  C99 1.090
120 H 9.48 -3.69 8.17  O101 0.960
121 C -3.87 -0.63 -9.24  C122 1.475, H132 1.090, H133 1.090, H134 1.090
122 C -4.36 -2.00 -9.01  C121 1.475, C123 1.492, C124 1.640, N130 1.501
123 C -3.29 -2.90 -8.49  C122 1.492, H135 1.090, H136 1.090, H137 1.090
124 C -5.49 -1.91 -7.83  C122 1.640, C125 1.452, H138 1.090, H139 1.090
125 C -6.75 -1.44 -8.39  C124 1.452, C126 1.505, H140 1.090, H141 1.090
126 C -7.19 -2.26 -9.57  C125 1.505, C127 1.486, H142 1.090, H143 1.090
127 C -6.31 -2.49 -10.74  C126 1.486, C128 1.568, C129 1.658, N130 1.468
128 C -6.67 -3.84 -11.46  C127 1.568, H144 1.090, H145 1.090, H146 1.090
129 C -6.44 -1.23 -11.82  C127 1.658, H147 1.090, H148 1.090, H149 1.090
130 N -4.94 -2.64 -10.23  C122 1.501, C127 1.468, O131 1.368
131 O -3.98 -2.71 -11.21  N130 1.368, H150 0.960
132 H -2.90 -0.65 -9.73  C121 1.090
133 H -4.54 -0.08 -9.90  C121 1.090
134 H -3.79 -0.17 -8.25  C121 1.090
135 H -2.41 -2.82 -9.13  C123 1.090
136 H -2.81 -2.53 -7.58  C123 1.090
137 H -3.54 -3.96 -8.48  C123 1.090
138 H -5.63 -2.62 -7.02  C124 1.090
139 H -5.17 -1.03 -7.27  C124 1.090
140 H -7.51 -1.56 -7.61  C125 1.090
141 H -6.73 -0.43 -8.79  C125 1.090
142 H -8.22 -2.00 -9.81  C126 1.090
143 H -7.37 -3.24 -9.12  C126 1.090
144 H -7.70 -4.17 -11.34  C128 1.090
145 H -5.92 -4.54 -11.10  C128 1.090
146 H -6.42 -3.58 -12.49  C128 1.090
147 H -5.64 -1.20 -12.56  C129 1.090
148 H -6.32 -0.25 -11.37  C129 1.090
149 H -7.34 -1.26 -12.42  C129 1.090
150 H -3.59 -3.58 -11.09  O131 0.960
151 C -7.41 4.47 -4.17  C152 1.532, H162 1.090, H163 1.090, H164 1.090
152 C -6.75 5.50 -3.25  C151 1.532, C153 1.579, C154 1.587, N160 1.481
153 C -5.43 4.79 -2.74  C152 1.579, H165 1.090, H166 1.090, H167 1.090
154 C -6.27 6.77 -4.06  C152 1.587, C155 1.487, H168 1.090, H169 1.090
155 C -7.38 7.66 -4.47  C154 1.487, C156 1.562, H170 1.090, H171 1.090
156 C -8.05 8.13 -3.14  C155 1.562, C157 1.562, H172 1.090, H173 1.090
157 C -8.62 7.03 -2.19  C156 1.562, C158 1.572, C159 1.559, N160 1.525
158 C -9.13 7.73 -0.88  C157 1.572, H174 1.090, H175 1.090, H176 1.090
159 C -9.89 6.37 -2.82  C157 1.559, H177 1.090, H178 1.090, H179 1.090
160 N -7.53 5.97 -2.08  C152 1.481, C157 1.525, O161 1.329
161 O -7.81 5.04 -1.17  N160 1.329, H180 0.960
162 H -7.73 3.71 -3.46  C151 1.090
163 H -8.31 4.78 -4.71  C151 1.090
164 H -6.78 4.05 -4.96  C151 1.090
165 H -5.59 4.24 -1.82  C153 1.090
166 H -4.83 4.10 -3.33  C153 1.090
167 H -4.88 5.62 -2.29  C153 1.090
168 H -5.52 7.35 -3.52  C154 1.090
169 H -5.84 6.55 -5.04  C154 1.090
170 H -7.09 8.48 -5.14  C155 1.090
171 H -8.15 7.26 -5.13  C155 1.090
172 H -8.87 8.82 -3.37  C156 1.090
173 H -7.41 8.81 -2.58  C156 1.090
174 H -8.40 8.23 -0.25  C158 1.090
175 H -9.46 6.92 -0.23  C158 1.090
176 H -9.96 8.43 -1.01  C158 1.090
177 H -9.69 6.34 -3.89  C159 1.090
178 H -10.77 6.99 -2.66  C159 1.090
179 H -10.05 5.32 -2.61  C159 1.090
180 H -7.34 5.34 -0.38  O161 0.960
181 C 4.01 7.82 11.83  C182 1.515, H192 1.090, H193 1.090, H194 1.090
182 C 3.48 7.04 10.63  C181 1.515, C183 1.550, C184 1.554, N190 1.578
183 C 2.65 5.82 11.09  C182 1.550, H195 1.090, H196 1.090, H197 1.090
184 C 2.67 8.11 9.85  C182 1.554, C185 1.503, H198 1.090, H199 1.090
185 C 2.33 7.84 8.41  C184 1.503, C186 1.509, H200 1.090, H201 1.090
186 C 3.53 7.26 7.70  C185 1.509, C187 1.593, H202 1.090, H203 1.090
187 C 4.41 6.07 8.32  C186 1.593, C188 1.565, C189 1.555, N190 1.507
188 C 3.73 4.66 8.24  C187 1.565, H204 1.090, H205 1.090, H206 1.090
189 C 5.72 5.91 7.50  C187 1.555, H207 1.090, H208 1.090, H209 1.090
190 N 4.68 6.64 9.69  C182 1.578, C187 1.507, O191 1.401
191 O 5.62 5.85 10.36  N190 1.401, H210 0.960
192 H 4.79 7.28 12.37  C181 1.090
193 H 4.37 8.82 11.60  C181 1.090
194 H 3.16 8.07 12.47  C181 1.090
195 H 2.39 5.83 12.15  C183 1.090
196 H 1.71 5.87 10.54  C183 1.090
197 H 3.16 4.88 10.86  C183 1.090
198 H 1.75 8.32 10.39  C184 1.090
199 H 3.24 9.04 9.78  C184 1.090
200 H 1.64 7.00 8.31  C185 1.090
201 H 1.94 8.68 7.83  C185 1.090
202 H 4.13 8.11 7.39  C186 1.090
203 H 3.16 6.75 6.82  C186 1.090
204 H 4.32 3.91 8.77  C188 1.090
205 H 3.74 4.46 7.17  C188 1.090
206 H 2.75 4.56 8.70  C188 1.090
207 H 6.41 6.74 7.40  C189 1.090
208 H 5.47 5.63 6.47  C189 1.090
209 H 6.20 5.01 7.88  C189 1.090
210 H 6.44 6.31 10.23  O191 0.960

Values from the calculation:
E = -3389.55619 hartree
spin multiplicity = 1
orbital gap = 8.40 eV
charge = 0
E_HOMO = -8.1 eV
SMILES = CC1(C)CCCC(C)(C)N1O.CC1(C)CCCC(C)(C)N1O.CC1(C)CCCC(C)(C)N1O.CC1(C)CCCC(C)(C)N1O.CC1(C)CCCC(C)(C)N1O.CC1(C)CCCC(C)(C)N1O.CC1(C)CCCC(C)(C)N1O
ΔE to the lowest compared entry with this formula, charge and spin = 227.77 kcal per mole

Atomic partial charges in e from the Löwdin method, atoms 1 to 99: C -0.054; C -0.488; C -0.043; C -0.129; C -0.202; C -0.162; C -0.462; C -0.068; C -0.032; N -0.109; O -0.022; H 0.087; H 0.061; H 0.091; H 0.079; H 0.078; H 0.084; H 0.120; H 0.108; H 0.117; H 0.113; H 0.113; H 0.119; H 0.082; H 0.089; H 0.089; H 0.084; H 0.070; H 0.082; H 0.103; C -0.044; C -0.568; C -0.028; C -0.104; C -0.141; C -0.137; C -0.465; C -0.025; C -0.042; N -0.091; O -0.023; H 0.087; H 0.075; H 0.091; H 0.093; H 0.088; H 0.063; H 0.110; H 0.109; H 0.088; H 0.097; H 0.107; H 0.115; H 0.084; H 0.065; H 0.082; H 0.080; H 0.074; H 0.071; H 0.090; C -0.041; C -0.484; C -0.061; C -0.119; C -0.195; C -0.153; C -0.437; C -0.033; C -0.060; N -0.109; O 0.001; H 0.081; H 0.069; H 0.089; H 0.085; H 0.089; H 0.090; H 0.107; H 0.110; H 0.112; H 0.094; H 0.109; H 0.114; H 0.077; H 0.071; H 0.077; H 0.058; H 0.096; H 0.076; H 0.086; C -0.043; C -0.474; C -0.003; C -0.182; C -0.143; C -0.130; C -0.459; C -0.039; C -0.057